Computed, not measured: a structure of composition C2H2N2PS at a distorted geometry, with ωB97M-V with the def2-TZVPD basis set.

Last column: Mulliken charge in e.
Atoms and positions in Å:
1 C 0.47184 0.22487 -0.02990  0.18
2 C -0.81108 -0.37826 0.05486  0.13
3 N 0.72453 0.74604 -1.16393  -0.53
4 N -1.54431 -0.08363 -1.00034  -0.47
5 P -0.64337 0.62153 -2.17666  0.06
6 S 1.89326 -0.54439 2.46945  -0.70
7 H 1.25502 0.22227 0.80693  0.05
8 H -1.34588 -0.80843 1.03958  0.30

Forces on atoms 1 to 3 (eV/Å):
2.278 -0.355 1.769
-3.454 -0.175 1.991
0.913 1.093 -2.300

Output
ΔE to the lowest compared entry with this formula, charge and spin   3.2841 eV
LUMO energy (alpha / beta)   0.94 / 3.41 eV
Orbital gap (alpha / beta)   4.34 / 6.75 eV
Net charge   -1

Computed, not measured: a cluster of 2 separate species, C6H14FN in total at a distorted geometry, with ωB97M-V with the def2-TZVPD basis set.

Last column: Mulliken spin population.
Atoms and positions in Å:
1 C -2.38024 -0.65418 -0.85216  0.02
2 C -1.86151 1.15532 0.77843  0.01
3 C 2.11606 0.73237 0.93140  -0.02
4 C 2.06331 -1.44346 -0.25359  -0.01
5 C -1.39163 -0.13949 0.16683  0.85
6 C 0.69693 0.45131 -1.00183  0.75
7 N 1.78039 0.00949 -0.23860  0.23
8 F 0.63665 1.78102 -0.98749  0.04
9 H -1.84387 -1.14993 -1.71329  0.00
10 H -2.93194 -1.37091 -0.37274  0.03
11 H -3.07211 0.08496 -1.24092  0.01
12 H -2.93508 1.02952 1.10729  0.05
13 H -2.05052 1.86383 -0.00403  0.02
14 H -1.17089 1.54718 1.69796  0.00
15 H 3.13788 0.36723 1.36138  0.00
16 H 2.00531 1.69713 0.59682  0.01
17 H 1.27077 0.48219 1.77860  0.04
18 H 2.03245 -1.96406 0.71093  0.00
19 H 1.39812 -2.04802 -0.77472  0.00
20 H 3.01402 -1.68216 -0.66687  0.01
21 H -0.97393 -0.80520 0.84950  -0.01
22 H 0.45982 0.05584 -1.87289  0.00

Forces on atoms 1 to 3 (eV/Å):
2.849 0.722 -1.442
0.662 -0.237 2.064
-0.684 -3.472 3.111

Output
LUMO energy (alpha / beta)   1.02 / 0.25 eV
Orbital gap (alpha / beta)   5.96 / 9.64 eV
2S+1   3

Computed, not measured: a cluster of 2 separate species, C8H8N4O4 in total at a distorted geometry, with ωB97M-V with the def2-TZVPD basis set.

Last column: Mulliken charge in e.
Atoms and positions in Å:
1 O 2.78687 -3.41271 -0.07578  -0.64
2 C 2.76815 -2.14046 0.04117  0.54
3 C 3.78566 -1.35441 0.77921  -0.52
4 C 3.45969 -0.10962 1.15769  -0.08
5 N 2.43830 0.67597 0.69726  -0.03
6 C 1.46327 0.07086 -0.11281  0.33
7 O 0.51467 0.73092 -0.53570  -0.64
8 N 1.78383 -1.28770 -0.50684  -0.10
9 H 4.67202 -1.94023 1.16282  0.32
10 H 4.05550 0.44619 1.94630  0.32
11 H 2.19491 1.61475 0.80740  0.17
12 H 1.01526 -1.90477 -0.84164  0.28
13 O -2.68147 3.17139 -1.38342  -0.64
14 C -2.69113 2.02733 -0.95996  0.53
15 C -3.64457 0.95655 -1.30114  -0.58
16 C -3.49085 -0.25059 -0.75039  -0.19
17 N -2.45611 -0.54445 0.11544  -0.09
18 C -1.55299 0.42630 0.60497  0.45
19 O -0.72762 0.18606 1.47929  -0.67
20 N -1.68329 1.60647 -0.08364  -0.03
21 H -4.41884 1.18731 -2.00612  0.39
22 H -4.14795 -1.05909 -1.02250  0.38
23 H -2.43850 -1.42497 0.59210  0.25
24 H -1.00483 2.32890 0.19630  0.22

Forces on atoms 1 to 3 (eV/Å):
-0.621 4.776 0.024
1.300 -2.188 0.155
-0.103 -1.612 0.276

Output
ΔE to the lowest compared entry with this formula, charge and spin   1.8797 eV
LUMO energy   0.46 eV
Orbital gap   9.89 eV
SMILES string   O=c1cc[nH]c(=O)[nH]1.O=c1cc[nH]c(=O)[nH]1

Computed, not measured: a structure of composition C21H30N5O4PRhS at a distorted geometry, with ωB97M-V with the def2-TZVPD basis set.

Last column: Mulliken spin population.
Atoms and positions in Å:
1 Rh 0.00000 0.00000 0.00000  2.12
2 C -3.23680 1.82820 6.50650  0.00
3 C -2.84310 2.04160 5.07720  0.01
4 C -3.30880 3.15490 4.36160  0.00
5 C -2.92810 3.35080 3.03230  0.00
6 C -2.07050 2.43510 2.42300  0.01
7 C -1.59540 1.32380 3.11900  -0.01
8 C -1.97900 1.13240 4.44720  0.00
9 S -1.57400 2.66570 0.68950  0.01
10 O -0.25160 3.26960 0.86910  0.23
11 O -2.58330 3.60110 0.18380  0.01
12 N -1.56620 1.22580 0.00000  0.13
13 C -2.90360 0.67540 -0.24460  0.00
14 C -2.65930 -0.82430 -0.28410  0.04
15 O -3.65560 -1.54980 -0.57960  0.04
16 O -1.47440 -1.15910 0.00000  0.09
17 H -4.07800 2.46980 6.78910  0.00
18 H -2.39360 2.05640 7.16590  0.00
19 H -3.54770 0.79060 6.66680  0.00
20 H -3.97840 3.87280 4.82460  0.00
21 H -3.29340 4.20280 2.46780  0.00
22 H -0.94800 0.60840 2.61470  0.01
23 H -1.60820 0.25820 4.97400  0.00
24 H -3.32090 1.00290 -1.20270  0.00
25 H -3.63740 0.87500 0.54420  0.00
26 C 1.95610 5.97710 0.00880  0.00
27 C 1.49590 4.55120 0.01080  -0.06
28 C 2.21900 3.55720 0.67200  0.22
29 C 1.74210 2.25520 0.63800  -0.02
30 N 0.61190 1.88330 0.00000  0.25
31 C -0.07170 2.86030 -0.63270  -0.04
32 C 0.32340 4.18930 -0.65600  0.44
33 H 2.88710 6.09910 0.57220  0.00
34 H 1.19830 6.61890 0.46960  0.00
35 H 2.13790 6.31360 -1.01690  0.00
36 H 3.13610 3.78290 1.20530  0.01
37 H 2.27480 1.45240 1.13960  0.02
38 H -0.97700 2.53780 -1.13870  -0.04
39 H -0.27430 4.92420 -1.18470  0.01
40 C 0.57690 -5.15810 -0.79260  0.00
41 N 0.39600 -4.76800 0.61700  0.02
42 C 1.69910 -4.79350 1.30490  0.00
43 N 2.62420 -3.92400 0.63610  0.00
44 C 2.80330 -4.31120 -0.75030  0.01
45 N 1.52050 -4.28260 -1.42700  0.01
46 C 1.01680 -2.93990 -1.64360  0.01
47 P 0.73260 -2.25460 0.00000  0.03
48 C -0.31320 -3.47860 0.77220  0.02
49 C 2.32590 -2.51450 0.80340  0.02
50 H -0.40500 -5.15450 -1.28360  0.00
51 H 0.92080 -6.20090 -0.80790  0.00
52 H -0.18830 -5.48440 1.05410  0.00
53 H 2.05310 -5.83290 1.30880  0.00
54 H 1.54260 -4.52160 2.35700  0.00
55 H 3.23540 -5.31960 -0.80620  0.00
56 H 3.53820 -3.66970 -1.25500  0.00
57 H 0.09690 -2.96160 -2.23840  0.01
58 H 1.73640 -2.34210 -2.21400  -0.02
59 H -1.29590 -3.57930 0.29990  0.00
60 H -0.47050 -3.31110 1.84280  0.00
61 H 2.29260 -2.24810 1.86570  0.03
62 H 3.11180 -1.89520 0.35670  -0.06
63 H 1.68480 0.00000 0.00000  0.46

Forces on atoms 1 to 3 (eV/Å):
4.219 -1.200 -0.182
-0.274 -0.001 0.147
0.120 0.151 -0.311

Output
ΔE to the lowest compared entry with this formula, charge and spin   6.6683 eV
LUMO energy (alpha / beta)   -2.63 / -4.27 eV
Orbital gap (alpha / beta)   4.86 / 6.14 eV
Net charge   +1
2S+1   5

Question: Which formula does entry 3 have?
Answer: C8H8N4O4